No. 1
{"formula": "C33H91Cl8N13O6P4", "method": "wB97M-V/def2-TZVPD", "charge": 1, "homo_lumo_gap_ev": [6.72, 1.91], "s_squared": 0.76, "spin_multiplicity": 2, "total_energy_ha": -7521.8720, "elements": ["Cl", "Cl", "Cl", "Cl", "Cl", "Cl", "Cl", "Cl", "P", "P", "P", "P", "O", "O", "O", "O", "O", "O", "N", "N", "N", "N", "N", "N", "N", "N", "N", "N", "N", "N", "N", "C", "C", "C", "C", "C", "C", "C", "C", "C", "C", "C", "C", "C", "C", "C", "C", "C", "C", "C", "C", "C", "C", "C", "C", "C", "C", "C", "C", "C", "C", "C", "C", "C", "H", "H", "H", "H", "H", "H", "H", "H", "H", "H", "H", "H", "H", "H", "H", "H", "H", "H", "H", "H", "H", "H", "H", "H", "H", "H", "H", "H", "H", "H", "H", "H", "H", "H", "H", "H", "H", "H", "H", "H", "H", "H", "H", "H", "H", "H", "H", "H", "H", "H", "H", "H", "H", "H", "H", "H", "H", "H", "H", "H", "H", "H", "H", "H", "H", "H", "H", "H", "H", "H", "H", "H", "H", "H", "H", "H", "H", "H", "H", "H", "H", "H", "H", "H", "H", "H", "H", "H", "H", "H", "H"], "positions_angstrom": [[2.0274, -4.0034, -4.7132], [-6.7148, 1.6519, 1.5607], [-5.9425, -5.1134, -3.9592], [-3.1765, -3.1811, -4.8363], [-5.1175, 2.5745, -4.7114], [-2.2637, 4.2062, -4.6678], [-0.1488, -5.0385, -2.1842], [-5.2886, -0.3082, -1.0701], [4.1386, -3.7418, 1.8003], [-3.9748, 0.8373, 5.5978], [-0.7360, 1.5570, -0.1151], [3.7956, 1.8754, -7.0512], [5.1962, 1.3278, -6.9269], [-4.3727, 1.4058, 4.2923], [4.1078, -3.7179, 0.3272], [0.0826, 4.1555, 3.9516], [-2.1299, 2.0578, -0.2262], [0.5369, 5.4367, 2.3484], [-5.3569, 0.4899, 6.6092], [3.5933, 3.5092, -6.5785], [2.6703, 0.9453, -6.1154], [5.2487, -4.8345, 2.5422], [-0.5421, -0.0040, -0.8016], [-2.9165, 1.8434, 6.5354], [-3.2022, -0.7701, 5.5960], [2.6243, -4.1741, 2.5264], [4.5977, -2.1459, 2.3512], [3.1452, 1.8904, -8.6616], [-0.2488, 4.7171, 2.9814], [0.4451, 2.5589, -0.8295], [-0.0975, 1.4002, 1.4950], [-1.4527, 1.7738, 6.4726], [1.3747, 1.3606, -5.6494], [-0.9651, 0.9980, 2.5831], [5.8004, -4.7243, 3.9169], [1.5634, -4.6001, -2.0215], [0.5783, 3.9386, -0.4993], [-3.3572, -1.6247, 4.4654], [-6.4876, -0.1708, 5.9537], [-5.5578, -3.5497, -3.3056], [4.4501, -1.7718, 3.7593], [2.4725, -5.0101, -3.2696], [1.6790, 1.8204, -8.9907], [-3.9938, -3.2422, -3.2775], [3.7199, 3.8043, -5.1679], [0.4912, -0.9937, -0.5088], [-5.0528, 1.5601, 0.8956], [-3.8227, 2.3537, -3.4105], [-3.0724, 3.6502, -3.1609], [3.0698, -0.3992, -5.5477], [-5.1893, 0.2367, 8.0125], [-3.3440, 3.1277, 7.0235], [-1.6716, 4.6087, 2.5678], [6.0972, -5.6809, 1.5767], [1.3208, 1.4421, 1.8897], [2.1754, -5.5983, 2.6634], [4.3832, -1.0295, 1.3935], [-4.6368, 0.0563, 0.5243], [1.5823, 2.0724, -1.6021], [2.6932, 4.5089, -7.2091], [1.5357, -3.2359, 2.3099], [4.0845, 2.1726, -9.7080], [-2.8137, -1.4895, 6.8190], [-1.1883, -0.3246, -2.0631], [4.0339, -0.1949, -5.0820], [1.5165, 1.9889, -10.0552], [2.6723, 4.5653, -8.2975], [-2.4315, -2.0422, 4.0692], [3.6007, 1.8374, -10.6254], [0.9588, -0.8014, 0.4568], [-0.4637, -0.0593, -2.8330], [-3.7024, -2.3292, -2.7582], [3.0268, -6.1794, 3.0176], [-2.2915, 4.5114, 3.4591], [4.4683, 4.5480, -4.8941], [0.9737, -3.6658, 1.4807], [-4.8187, -0.7180, 1.2696], [-1.9971, 1.1642, 2.2743], [1.3747, -5.6574, 3.4007], [2.0076, 2.8442, -2.2437], [-1.0767, 0.7814, 6.2236], [4.3438, 3.2308, -9.6740], [3.1982, -1.1569, -6.3206], [-5.9899, -2.8336, -4.0046], [4.9788, -4.4054, 4.5583], [0.9306, 4.4982, -1.3658], [-3.5363, -3.9661, -2.6031], [-3.6249, -2.0454, 7.2892], [-6.1794, 0.2778, 8.4664], [3.9565, 2.8925, -4.6196], [-0.9554, 2.1045, 7.3844], [2.9823, 5.5253, -6.9419], [1.6475, -3.5162, -1.9415], [1.3682, 0.8275, -8.6656], [5.4423, -1.6151, 4.1824], [-3.5484, 0.0055, 0.4932], [1.1472, 2.5913, -8.4330], [-2.0932, 0.2828, -2.0796], [0.8374, -3.3053, 3.1440], [-6.0989, -0.4853, 4.9851], [1.2186, 1.2737, -2.2485], [5.0091, -1.2153, 0.5207], [-2.9132, 3.9710, 6.4837], [-6.7431, -1.0613, 6.5280], [6.0602, -5.7362, 4.2277], [2.2833, 1.6557, -0.8789], [4.9975, 1.5838, -9.6196], [3.3539, -1.1717, 1.0642], [1.8257, -2.2121, 2.0737], [2.7735, 4.2410, -4.8489], [2.4536, -0.7299, -4.7116], [-4.0794, -2.4018, 4.7155], [-2.3159, -0.8322, 7.5319], [5.4424, -5.8844, 0.7294], [-5.9934, -3.3923, -2.3189], [1.9264, -5.9472, 1.6612], [-1.0942, 2.4539, 5.6999], [-4.3699, 1.8877, -2.5910], [6.5347, -6.5763, 2.0183], [0.0241, -1.9775, -0.4627], [1.8029, 2.4041, 1.7157], [1.9421, -4.9791, -1.0723], [3.8620, -2.5213, 4.2890], [-3.7983, 4.4237, -2.9101], [-4.4338, 2.0586, 1.6416], [-5.0072, 2.2149, 0.0254], [-2.9740, 3.2542, 8.0409], [2.2099, -6.0358, -3.5287], [-0.3605, 4.3957, -0.1863], [-0.8352, -0.0794, 2.6859], [1.8872, 0.8307, 1.1871], [-1.8845, 3.8050, 1.8629], [-0.6654, 1.4474, 3.5298], [1.5150, 0.9635, 2.8495], [0.6032, 0.6127, -5.4662], [1.5517, 1.8117, -4.6731], [1.4230, 4.0927, 0.1721], [4.6019, -0.0488, 1.8160], [1.6922, 4.2878, -6.8386], [1.2402, -1.0689, -1.2970], [-1.3256, -1.4017, -2.1589], [3.9213, -0.8203, 3.8160], [-7.4393, 0.3607, 5.9513], [-3.8136, -1.0556, 3.6555], [-4.6177, 1.0502, 8.4592], [-3.1640, 1.5778, -3.8005], [-4.4325, 3.1631, 7.0670], [6.6357, -4.0296, 4.0048], [1.0722, 2.2449, -6.2104], [-2.3471, 3.6012, -2.3488], [-2.0570, -2.2263, 6.5495], [-1.9996, 5.5620, 2.1536], [6.9358, -5.1162, 1.1694], [-4.7818, -0.7622, 8.1681], [3.5447, -4.8937, -3.1122]], "forces_ev_per_a": [[0.2, -0.3, 0.6], [0.0, -0.2, -0.1], [0.0, -0.8, 0.0], [-0.2, -0.2, -0.1], [0.7, -0.1, 0.7], [0.1, -0.2, 0.4], [0.1, 0.0, -0.1], [-0.1, -0.5, 0.0], [0.7, 0.3, 2.2], [2.3, 1.7, 0.7], [3.1, -0.9, 0.1], [-1.1, -0.6, -0.8], [-2.3, 1.0, -0.1], [0.1, -1.4, 1.0], [0.1, -0.4, -0.1], [0.6, -2.4, 3.3], [0.6, -0.2, 0.5], [-1.5, -0.7, 0.0], [0.7, -0.1, -0.8], [0.2, -0.2, -0.7], [0.8, -1.6, -0.5], [0.4, -0.5, -1.4], [-0.2, 0.7, 1.1], [-0.9, -2.6, -0.7], [-0.4, 1.8, 1.3], [1.8, 0.5, 0.7], [-0.7, -1.1, -0.1], [0.0, -0.5, 2.1], [0.6, 2.6, -3.0], [-1.4, -1.0, -0.4], [-0.8, 1.0, -0.4], [0.3, -0.2, -0.9], [0.8, 2.1, 0.8], [0.0, -0.9, -0.9], [-1.3, -0.1, -1.0], [1.7, 0.6, -1.0], [0.4, 0.9, -0.1], [-1.4, 0.2, -1.2], [0.6, -0.9, 0.2], [1.8, 2.0, -0.7], [0.1, 0.0, -0.6], [-1.8, 0.0, 0.7], [1.7, -0.1, 1.2], [-0.9, -0.6, 1.4], [0.0, -0.1, 0.3], [-0.3, 0.4, 0.6], [0.3, -1.1, 0.1], [-0.3, -0.5, -1.0], [-0.9, 0.2, -0.1], [1.3, 1.7, -0.3], [-0.7, 1.0, 0.4], [-0.6, 0.3, 0.7], [-1.2, 1.0, 0.0], [-1.0, 1.6, 0.2], [0.3, -0.5, -2.2], [1.4, 1.4, -0.4], [-0.1, -1.7, -0.3], [0.8, 2.1, 0.8], [-0.9, -1.2, 0.4], [0.2, -0.7, -0.1], [-0.4, -1.4, -0.5], [0.0, -0.2, -0.3], [0.9, 0.6, -0.3], [0.5, 0.9, 0.2], [0.3, -0.5, -0.1], [0.2, -0.2, 0.1], [0.2, -0.7, 0.0], [0.2, 0.0, 0.4], [0.3, 0.5, -0.3], [0.1, 0.0, -0.2], [-0.4, 0.2, -0.7], [-0.9, 0.4, -0.2], [-0.1, 0.0, 0.0], [0.4, -0.5, 0.1], [0.3, 0.0, -0.4], [-0.4, 0.5, -0.5], [-1.1, 0.2, -0.1], [-0.1, 0.3, 0.5], [-0.1, 0.0, -0.3], [0.0, 0.1, 0.3], [-0.2, -0.1, 0.0], [0.2, 0.2, -0.7], [-0.2, -0.1, 0.1], [-0.2, 0.1, 0.2], [0.2, 0.1, 0.2], [-0.4, 0.0, -0.4], [0.2, -0.6, -0.6], [-0.3, 0.1, -0.1], [-0.1, -0.2, 0.1], [-0.1, 0.0, 0.2], [-0.5, -0.1, 0.4], [0.1, -0.1, 0.5], [-0.3, 0.0, 0.0], [-0.5, 0.1, -0.3], [-0.1, -0.2, 0.4], [0.1, 0.5, -0.6], [-0.3, -0.1, -0.1], [-0.1, -0.4, -0.6], [0.1, 0.5, 0.4], [-0.9, 0.3, -0.3], [0.3, -0.1, -0.1], [0.0, 0.3, 0.0], [-0.3, -0.1, -0.5], [0.3, -0.3, 0.1], [0.3, 0.1, 0.1], [0.7, 0.1, -0.5], [0.0, 0.0, 0.2], [-0.2, 1.0, -0.3], [0.2, -0.2, 0.2], [-0.3, -0.3, 0.5], [-0.5, 0.2, -0.4], [0.2, -0.5, 0.0], [-0.4, 0.1, 0.0], [0.2, -0.4, 0.1], [0.2, -0.2, 0.0], [-0.6, -0.4, 0.1], [0.1, 0.1, -0.2], [0.2, 0.6, 0.3], [-0.6, 0.0, 0.3], [-0.1, -0.1, 0.1], [-0.3, 0.4, 0.8], [0.1, -0.4, -0.3], [0.2, 0.1, 0.2], [0.1, 0.0, 0.0], [0.2, -0.6, 0.1], [-0.1, -0.4, -0.1], [-0.1, -0.1, 0.2], [0.3, 0.1, -0.1], [0.2, -0.1, 0.4], [-0.2, -0.5, 0.5], [0.2, -0.3, 0.0], [0.5, -0.1, 0.0], [-0.3, 0.4, -0.1], [-0.3, 0.5, 0.2], [0.1, -0.2, -0.9], [-0.3, 0.0, 0.7], [-0.3, 0.2, 0.8], [-0.1, -0.2, 0.2], [-0.4, 0.5, -0.1], [0.3, 0.3, -0.1], [-0.5, 0.0, 0.2], [-0.2, 0.1, 0.1], [0.4, 0.7, -0.4], [0.1, 0.1, -0.1], [0.4, -0.4, 0.1], [0.1, 0.2, -0.1], [0.0, 0.4, -0.2], [0.1, -0.1, 0.0], [-0.7, -0.4, -0.3], [0.0, -0.4, -0.2], [-0.1, -0.1, -0.2], [0.5, -0.1, -0.4], [0.1, 0.3, 0.1], [0.2, 0.0, 0.3], [-0.3, 0.1, 0.3]]}

---

No. 2
{"formula": "C40H65I2N9O7", "method": "wB97M-V/def2-TZVPD", "homo_lumo_gap_ev": 6.47, "total_energy_ha": -3177.0920, "smiles": "C#CCc1nc2c(CCO)c(NCCCC)cc(/C(I)=C(/C)I)c2nc1C#C.CN(C)C=O.CN(C)C=O.CN(C)C=O.CN(C)C=O.CN(C)C=O.CN(C)C=O", "elements": ["I", "I", "O", "O", "O", "O", "O", "O", "O", "N", "N", "N", "N", "N", "N", "N", "N", "N", "C", "C", "C", "C", "C", "C", "C", "C", "C", "C", "C", "C", "C", "C", "C", "C", "C", "C", "C", "C", "C", "C", "C", "C", "C", "C", "C", "C", "C", "C", "C", "C", "C", "C", "C", "C", "C", "C", "C", "C", "H", "H", "H", "H", "H", "H", "H", "H", "H", "H", "H", "H", "H", "H", "H", "H", "H", "H", "H", "H", "H", "H", "H", "H", "H", "H", "H", "H", "H", "H", "H", "H", "H", "H", "H", "H", "H", "H", "H", "H", "H", "H", "H", "H", "H", "H", "H", "H", "H", "H", "H", "H", "H", "H", "H", "H", "H", "H", "H", "H", "H", "H", "H", "H", "H"], "positions_angstrom": [[1.0093, 0.2048, 0.3329], [-0.0359, 4.7331, -2.2097], [5.6419, 1.6355, -0.9486], [5.2639, -3.7591, 7.3077], [-0.9693, -4.8899, -1.8352], [0.6844, -0.6652, 8.9075], [-6.5340, 3.3183, 0.5368], [1.5012, 5.6447, -6.4755], [-0.2194, -5.7372, -6.4139], [-1.2138, 2.5166, 1.8739], [-0.7750, -6.9551, -2.8629], [-1.6842, -4.7148, -7.8863], [-5.1226, 0.9518, -3.0265], [1.6198, 7.7155, -5.4476], [-4.3654, 1.5431, 2.4022], [6.6356, 3.3836, 0.1983], [5.5047, -3.7525, 9.6101], [1.6980, -0.9914, 6.8519], [-2.9493, -1.7714, -4.1194], [-2.9151, -3.9753, -8.0704], [-4.2331, 1.3548, -1.8329], [2.5907, 8.2280, -6.3922], [1.5842, -1.1296, 8.2188], [-3.9794, 3.1512, 5.8959], [-3.4056, 1.8684, 3.5114], [5.3794, 3.8609, 0.7385], [2.7958, -1.5731, 6.1088], [-0.8878, -5.0478, -9.0493], [6.6334, 2.2756, -0.6219], [-0.2516, 3.2202, 5.6524], [5.8239, -3.3698, 8.3248], [2.5419, 2.7226, -1.1820], [-0.9076, 2.5993, 4.5492], [-0.1831, 2.8034, -1.1026], [1.0840, 2.1061, -0.7491], [-1.8714, 2.3196, 3.2111], [-4.5044, -1.2885, -4.3234], [-2.2267, 2.1695, 0.8190], [1.1590, 6.4248, -5.5957], [-3.9837, 1.6989, 5.0659], [0.6056, -6.7360, -3.2420], [-1.2473, -5.1114, -6.6404], [-2.6697, 1.9016, -2.0597], [-5.1922, -0.5887, -3.0098], [1.1641, 8.5768, -4.3769], [-7.2256, 2.1609, -0.1134], [6.2176, -3.2447, 10.7633], [-4.7398, 1.2814, -0.2560], [-1.4088, -8.2057, -3.2233], [-2.6831, -2.6636, -2.7574], [7.8547, 4.0868, 0.5379], [-3.7608, 1.6720, 1.0333], [4.4221, -4.6924, 9.8153], [-3.5772, 4.1793, 6.8015], [-1.4436, -5.9678, -2.1710], [0.6881, -0.2408, 6.1348], [-6.2797, 0.7929, 0.0624], [-1.7048, 2.2903, -0.7656], [-0.7856, -6.1354, -9.1114], [-0.8524, -9.0289, -2.7659], [-1.6715, -3.2627, -2.9507], [7.6397, 1.9988, -0.9765], [0.4949, 3.4223, 6.5609], [-3.5813, -4.5531, -8.7175], [0.6578, 0.7802, 6.5271], [4.6522, -5.6217, 9.2856], [0.6633, -5.8474, -3.8780], [2.3919, -2.2708, 5.3694], [4.9208, 3.0635, 1.3310], [3.3414, -0.7732, 5.5999], [0.1071, -4.6063, -8.9377], [0.6984, 9.4657, -4.8121], [5.5095, -2.7272, 11.4170], [-6.3521, -0.8658, -3.0564], [-0.2869, -0.7098, 6.2978], [0.4252, 6.1371, -4.8251], [8.7234, 3.6215, 0.0641], [4.2870, -4.8991, 10.8803], [-3.5444, -3.4270, -2.5321], [-2.6840, -3.0163, -8.5430], [1.1994, -6.5625, -2.3396], [-2.4454, -8.2368, -2.8766], [-5.1454, -2.2119, -4.6787], [3.3428, 1.8786, -0.9619], [-2.2084, -0.8554, -4.1738], [-4.5126, -0.5158, -5.2288], [-4.5867, 1.2787, -3.8736], [2.0250, 8.8725, -3.7703], [-8.2791, 2.0350, 0.4142], [-2.6580, -2.4822, -5.0309], [-6.4135, 0.3517, 1.1427], [-3.4464, 0.8381, 5.6494], [-2.4870, -1.9747, -1.8039], [2.1640, 8.1871, -7.3989], [3.4840, 7.5969, -6.3623], [7.0054, -2.5478, 10.4645], [-2.2274, 1.9957, -3.1395], [-1.3911, -8.3102, -4.3120], [-5.1400, 1.4121, 4.9885], [2.8632, 3.6851, -0.5983], [-3.4126, -3.7934, -7.1138], [7.7718, 5.1229, 0.1970], [-1.9267, -4.8070, -5.8274], [3.4805, -2.1093, 6.7717], [-1.3585, -4.6694, -9.9606], [4.7097, 4.1149, -0.0887], [2.8600, 9.2591, -6.1479], [0.9114, -0.2178, 5.0648], [-7.3439, 2.4205, -1.2570], [7.9840, 4.0663, 1.6238], [-4.8159, -1.0388, -1.9731], [-6.3026, 3.9949, -0.1747], [6.6607, -2.6534, 8.2827], [-6.6540, -0.0350, -0.6918], [3.5010, -4.2702, 9.4021], [6.6664, -4.0856, 11.2999], [-3.0562, 4.9769, 7.5211], [5.5390, 4.7413, 1.3667], [-2.4856, -6.2372, -1.9331], [0.9996, -7.6013, -3.7817], [2.4038, -1.7177, 8.6632], [0.4363, 8.0648, -3.7416], [2.5825, 2.9752, -2.3441]], "forces_ev_per_a": [[0.1, 1.5, -0.9], [-0.2, -1.6, 1.0], [0.7, 0.7, 0.4], [0.2, 0.2, 0.9], [0.0, -1.1, -0.2], [0.5, -0.2, -0.6], [-0.7, -0.2, -2.0], [-0.1, 0.9, 0.6], [-0.7, 0.4, -0.4], [-6.9, -2.2, 2.2], [-1.0, 0.9, 0.8], [0.3, -0.3, 1.4], [3.2, -0.4, 2.5], [-0.6, -1.2, 0.1], [6.1, 1.7, 0.2], [0.3, -1.1, -0.9], [0.5, 0.6, -1.3], [0.1, -0.3, 1.5], [0.0, -0.6, -0.1], [0.2, -0.1, -0.1], [2.0, 1.3, 3.8], [0.0, -0.3, -0.2], [-0.4, 0.4, -0.8], [4.3, 6.0, 6.5], [0.0, -0.2, -3.0], [-0.1, -0.2, -0.1], [-0.1, 0.1, 0.0], [0.3, -0.2, 0.2], [-0.5, 0.4, 0.4], [-3.8, -4.8, -7.3], [-0.5, -0.5, 0.4], [0.2, -1.2, -0.1], [3.2, 4.6, 5.6], [1.9, -3.0, 1.7], [-3.0, 3.4, -1.7], [0.4, 0.3, -0.4], [0.5, 0.2, -0.3], [-0.1, -0.1, -1.6], [0.5, 0.3, -0.5], [-1.3, 1.4, -0.5], [0.2, 0.4, 0.1], [0.2, 0.0, -0.8], [-0.4, 0.0, 4.4], [-1.5, -1.3, -0.4], [0.2, 0.0, -0.2], [0.4, 0.2, -0.2], [-0.2, -0.1, 0.0], [1.9, 0.0, -1.8], [0.2, 0.1, 0.0], [1.1, 0.5, -0.4], [-0.2, 0.0, 0.0], [0.4, 0.1, -0.3], [-0.1, -0.1, -0.3], [-2.0, -7.5, -6.2], [0.9, -0.3, -0.4], [-0.1, 0.1, 0.3], [0.0, 0.9, -0.3], [-2.2, -0.8, -1.4], [0.1, 0.1, -0.1], [-0.2, -0.1, -0.1], [-2.5, 1.4, 0.6], [0.0, 0.1, 0.1], [-2.2, -0.7, -2.6], [-0.1, 0.2, 0.0], [-0.2, -0.2, -0.2], [-0.2, 0.0, 0.1], [0.2, -0.2, 0.0], [0.2, 0.0, 0.0], [-0.1, 0.2, 0.0], [0.1, -0.2, -0.1], [-0.1, -0.1, -0.2], [0.0, 0.0, 0.2], [0.2, 0.0, 0.1], [2.4, 0.6, 0.1], [0.0, 0.2, -0.1], [0.0, 0.1, 0.0], [-0.2, 0.0, 0.0], [0.1, 0.1, -0.2], [1.6, 1.5, -0.5], [-0.2, 0.0, 0.0], [0.1, 0.0, -0.2], [0.2, 0.1, 0.0], [1.2, 1.8, 0.9], [-1.6, 2.0, -0.5], [-1.5, -1.8, 0.3], [-0.2, -1.5, 1.9], [-0.7, -0.6, 1.1], [-0.2, 0.1, 0.1], [2.2, 0.2, -1.2], [-0.7, 1.6, 1.8], [0.6, 1.1, -2.1], [-0.7, 2.0, -1.0], [-0.6, -1.5, -2.1], [0.2, 0.1, 0.0], [0.0, 0.2, -0.2], [-0.2, -0.1, 0.0], [-0.9, -0.2, 2.3], [-0.1, -0.2, 0.1], [2.7, 0.6, -0.1], [-1.1, -1.9, -1.0], [0.1, -0.1, -0.1], [0.2, 0.0, 0.1], [-0.1, 0.1, -0.1], [-0.2, 0.1, -0.1], [0.0, 0.0, 0.2], [0.1, 0.0, 0.3], [-0.1, -0.2, 0.0], [0.0, 0.0, 0.2], [0.1, -0.8, 2.3], [0.2, 0.1, -0.1], [-0.5, 1.1, -2.4], [-0.5, -1.6, 1.4], [0.0, 0.0, 0.1], [0.9, 1.8, 1.4], [0.0, -0.2, 0.1], [0.1, 0.2, 0.1], [-1.8, -2.1, -2.2], [0.1, -0.2, -0.1], [0.0, -0.1, -0.1], [-0.2, 0.2, 0.1], [0.1, 0.0, -0.1], [0.1, 0.0, -0.1], [-0.3, -0.6, 2.5]]}